1.
Below is a 2-piece molecular cluster, C11H17P overall in a non-equilibrium geometry, with properties calculated with ωB97M-V with the def2-TZVPD basis set.

Geometry as XYZ:
```
29
Properties=species:S:1:pos:R:3
C -2.745 -1.309 -1.245
C -1.865 -0.410 -0.439
C -1.425 0.794 -0.839
C -0.527 1.508 0.117
C -1.076 2.892 0.471
C 0.883 1.648 -0.475
P -0.426 0.390 1.642
C -1.392 -0.783 0.877
C -1.725 -2.099 1.495
H -3.532 -1.742 -0.629
H -2.164 -2.128 -1.671
H -3.203 -0.755 -2.060
H -1.670 1.247 -1.786
H -2.062 2.808 0.924
H -1.157 3.504 -0.426
H -0.411 3.390 1.173
H 0.862 2.306 -1.341
H 1.266 0.679 -0.785
H 1.565 2.063 0.265
H -1.229 -2.203 2.458
H -1.405 -2.916 0.846
H -2.800 -2.199 1.648
C 4.728 0.410 0.158
C 4.038 -0.559 0.023
C 3.194 -1.722 -0.139
H 5.343 1.250 0.278
H 3.007 -1.904 -1.197
H 2.243 -1.564 0.370
H 3.685 -2.596 0.287
```

Calculated values
**HOMO-LUMO gap**: 8.2 eV
**Lowest unoccupied orbital energy**: 0.280 eV
**HOMO energy**: -7.96 eV
**Energy above the lowest of the compared OMol25 structures with the same formula, charge and spin**: 139.5 kJ/mol
**Multiplicity**: 1
**SMILES**: CC1=CC(C)(C)P=C1C.C#CC
**Net charge**: 0

In elementary charge units, the Mulliken charges are: atom 1 (C): -1.50, atom 2 (C): 0.51, atom 3 (C): -1.34, atom 4 (C): 1.65, atom 5 (C): -1.76, atom 6 (C): -1.57, atom 7 (P): -0.15, atom 8 (C): 0.77, atom 9 (C): -1.46, atom 10 (H): 0.35, atom 11 (H): 0.29, atom 12 (H): 0.39, atom 13 (H): 0.38, atom 14 (H): 0.43, atom 15 (H): 0.39, atom 16 (H): 0.43, atom 17 (H): 0.39, atom 18 (H): 0.26, atom 19 (H): 0.46, atom 20 (H): 0.41, atom 21 (H): 0.30, atom 22 (H): 0.36, atom 23 (C): -0.03, atom 24 (C): -0.04, atom 25 (C): -1.06, atom 26 (H): 0.39, atom 27 (H): 0.29, atom 28 (H): 0.14, atom 29 (H): 0.32

=====

2.
Below is C16H18Br2N2O2PtSSe as an isolated structure, with properties calculated with ωB97M-V with the def2-TZVPD basis set.

Geometry as XYZ:
```
43
Properties=species:S:1:pos:R:3
Pt 1.934 0.497 -0.833
Br -0.616 2.132 -4.991
C -0.145 0.406 -4.421
C -0.488 -0.707 -5.210
C -0.190 -1.987 -4.825
Br -0.701 -3.437 -5.925
C 0.490 -2.229 -3.608
C 0.837 -3.487 -3.065
C 1.470 -3.560 -1.856
C 1.802 -2.384 -1.163
N 1.498 -1.207 -1.659
C 0.834 -1.098 -2.855
C 0.519 0.239 -3.222
O 0.868 1.189 -2.388
H -1.006 -0.534 -6.143
H 0.591 -4.385 -3.615
H 1.737 -4.511 -1.420
H 2.325 -2.392 -0.217
Se 5.562 0.801 -1.012
C 4.106 0.652 -0.039
N 3.221 0.528 0.770
C -1.968 -0.781 4.685
C -2.694 -0.591 3.359
C -2.112 0.535 2.515
S -0.430 0.141 1.928
O -0.487 0.212 0.426
C 0.499 1.603 2.479
C 0.392 2.800 1.544
C -0.938 3.539 1.584
H -2.483 -1.504 5.317
H -1.913 0.159 5.238
H -0.948 -1.140 4.536
H -3.744 -0.357 3.547
H -2.685 -1.519 2.781
H -2.109 1.476 3.066
H -2.660 0.675 1.582
H 1.531 1.258 2.538
H 0.151 1.826 3.490
H 0.575 2.461 0.519
H 1.211 3.478 1.797
H -1.745 2.925 1.185
H -0.892 4.443 0.977
H -1.202 3.835 2.602
```

Calculated values
**HOMO-LUMO gap**: 6.9 eV
**Lowest unoccupied orbital energy**: -1.136 eV
**HOMO energy**: -7.99 eV
**Energy above the lowest of the compared OMol25 structures with the same formula, charge and spin**: 68.6 kJ/mol
**Multiplicity**: 1
**Net charge**: 0

In elementary charge units, the Mulliken charges are: atom 1 (Pt): 1.09, atom 2 (Br): -0.15, atom 3 (C): -0.23, atom 4 (C): -0.30, atom 5 (C): -0.15, atom 6 (Br): -0.22, atom 7 (C): 0.62, atom 8 (C): -0.59, atom 9 (C): -0.81, atom 10 (C): -0.14, atom 11 (N): -0.62, atom 12 (C): 0.16, atom 13 (C): 0.99, atom 14 (O): -0.75, atom 15 (H): 0.43, atom 16 (H): 0.35, atom 17 (H): 0.41, atom 18 (H): 0.53, atom 19 (Se): -0.19, atom 20 (C): 0.16, atom 21 (N): -0.63, atom 22 (C): -1.12, atom 23 (C): -0.47, atom 24 (C): -0.76, atom 25 (S): 0.28, atom 26 (O): -0.52, atom 27 (C): -0.87, atom 28 (C): 0.10, atom 29 (C): -1.34, atom 30 (H): 0.37, atom 31 (H): 0.29, atom 32 (H): 0.30, atom 33 (H): 0.35, atom 34 (H): 0.31, atom 35 (H): 0.37, atom 36 (H): 0.41, atom 37 (H): 0.51, atom 38 (H): 0.58, atom 39 (H): -0.14, atom 40 (H): 0.40, atom 41 (H): 0.26, atom 42 (H): 0.39, atom 43 (H): 0.34